51
Properties=species:S:1:pos:R:3:mulliken_charge:R:1 method="wB97M-V/def2-TZVPD" total_energy_ha=-2916.83256 e_above_lowest_kcal_mol=0.0 charge=+2
W -0.0719 -0.3429 0.6134 1.86
Cl 0.4429 -4.2901 0.4356 -0.19
Cl 2.4478 -2.6444 -1.4613 -0.17
Cl 1.9473 -1.3228 1.7279 -0.24
Si 0.9834 -2.4380 -0.0973 0.41
F -3.5632 -2.9554 -2.8894 -0.30
F -0.3568 -0.1622 -4.7784 -0.30
O -1.5972 -2.6253 2.2674 -0.23
N 1.3810 0.1878 -0.8982 2.09
C -0.8648 -1.1587 -1.3037 -0.16
C -0.7351 1.9607 -0.0405 -0.70
C -2.5079 -2.1702 -2.7592 -0.07
C 2.4335 3.4060 1.6618 -1.41
C -0.9818 0.6933 2.4035 -0.58
C -3.3947 0.0276 1.8544 -1.58
C -1.0390 -1.8571 1.6626 -0.17
C -1.8826 1.2303 0.2294 -1.16
C 3.1413 0.9947 -2.8795 -0.63
C 1.0035 0.1173 -2.2114 -0.17
C 1.4320 3.8606 -0.6444 -1.44
C -2.0645 0.6126 1.4881 0.60
C 0.2394 2.2477 0.9638 1.04
C 1.1653 3.4272 0.8016 0.87
C -1.9785 -1.5485 -3.8740 -0.75
C 0.1522 1.5169 2.1395 -0.86
C -1.9685 -1.9831 -1.4967 -0.53
C -0.2756 -0.5615 -2.4483 0.21
C 2.6315 0.6057 -0.6023 -0.53
C 3.5375 1.0096 -1.5486 -1.32
C -0.8639 -0.7531 -3.6985 0.54
C 1.8722 0.5561 -3.2066 -1.13
H -0.6381 2.3960 -1.0253 0.37
H 1.9265 3.0792 -1.2202 0.22
H 3.8251 1.3085 -3.6573 0.51
H -3.3208 -0.6766 2.6794 0.40
H 0.9234 1.6046 2.8931 0.51
H -3.8672 -0.4579 1.0010 0.38
H 2.8966 0.5792 0.4413 0.38
H -2.6276 1.0757 -0.5408 0.39
H 2.0830 4.7320 -0.6289 0.48
H 2.2136 3.3217 2.7258 0.51
H -4.0578 0.8292 2.1856 0.39
H 2.9567 4.3501 1.5262 0.44
H -2.4079 -1.6929 -4.8564 0.56
H 1.5876 0.5188 -4.2440 0.70
H -1.0732 0.2153 3.3704 0.52
H 0.5197 4.1637 -1.1569 0.43
H 4.5291 1.3265 -1.2590 0.53
H 0.5331 4.2170 1.2388 0.40
H 3.1135 2.6073 1.3710 0.24
H -2.4394 -2.4909 -0.6615 0.65